[1]
Formula: C3H7FNO
Source: OMol25
Level of theory: ωB97M-V with the def2-TZVPD basis set

## Properties
molar mass = 92.093 g mol⁻¹

Geometry as ORCA input:
```
! RIJCOSX wB97M-V def2-TZVPD def2/J DEFGRID3
* xyz 1 1
C 1.977 -0.017 -0.247
C -0.812 -1.003 -0.107
C -1.317 0.269 -0.523
N -1.544 1.256 0.291
O 3.071 -0.169 0.357
F 1.461 1.207 0.024
H -1.018 -1.291 1.008
H 0.250 -0.887 -0.350
H -1.284 -1.898 -0.706
H -1.271 0.394 -1.635
H -1.328 0.956 1.312
H 3.360 -1.069 0.416
H -1.547 2.251 0.161
*
```

***

[2]
Formula: C3H7FO
Source: OMol25
Level of theory: ωB97M-V with the def2-TZVPD basis set

## Properties
molar mass = 78.086 g mol⁻¹

Geometry as ORCA input:
```
! RIJCOSX wB97M-V def2-TZVPD def2/J DEFGRID3
* xyz 0 1
C -0.872 -0.340 0.408
C 0.034 0.419 -0.378
C 1.520 0.466 0.119
H -2.366 -1.208 -0.876
H -1.003 -0.307 1.355
H -0.491 -1.360 0.494
H -0.137 1.582 -0.287
H -0.233 -0.257 -1.450
H 1.470 0.501 1.299
H 2.060 1.261 -0.293
O -2.260 -0.050 -0.173
F 2.278 -0.707 -0.217
*
```

***

[3]
Formula: C3H7FO2
Source: OMol25
Level of theory: ωB97M-V with the def2-TZVPD basis set

## Properties
structure (SMILES) = C[C@H](O)[C@@H](O)F
molar mass = 94.085 g mol⁻¹

Geometry as ORCA input:
```
! RIJCOSX wB97M-V def2-TZVPD def2/J DEFGRID3
* xyz 0 1
C -1.507 -0.588 -0.087
C -0.232 -0.014 0.501
C 1.155 -0.342 -0.295
O -0.154 1.383 0.907
O 1.515 0.782 -0.991
F 2.139 -0.793 0.619
H -1.526 -0.481 -1.141
H -2.322 -0.139 0.277
H -1.662 -1.585 0.131
H -0.009 -0.638 1.325
H 0.928 -1.099 -0.921
H 0.068 1.942 0.128
H 1.608 1.571 -0.451
*
```

***

[4]
Formula: C3H7FOS
Source: OMol25
Level of theory: ωB97M-V with the def2-TZVPD basis set

## Properties
molar mass = 110.153 g mol⁻¹

Geometry as ORCA input:
```
! RIJCOSX wB97M-V def2-TZVPD def2/J DEFGRID3
* xyz 0 1
C 0.155 0.817 0.671
C -0.699 2.084 0.407
C 1.149 -1.716 -0.241
O 0.593 0.419 -1.846
F -1.004 -1.101 1.031
S 0.125 -0.283 -0.666
H -0.780 2.511 1.386
H -1.678 1.838 -0.035
H -0.147 2.717 -0.360
H 0.385 -2.488 -0.068
H 1.784 -1.926 -1.138
H 1.445 -1.239 0.792
H -1.143 -0.775 -0.909
*
```

***

Number 1: largest force on an atom 4.5 eV/A, DFT total energy -348.013033 Ha, E_HOMO -14.03 eV. Number 2: largest force on an atom 7.6 eV/A, DFT total energy -293.432422 Ha, E_HOMO -10.66 eV. Number 3: largest force on an atom 4.8 eV/A, DFT total energy -368.806216 Ha, E_HOMO -10.66 eV. Number 4: largest force on an atom 2.6 eV/A, DFT total energy -691.563369 Ha, E_HOMO -9.78 eV.